# 1
8
Properties=species:S:1:pos:R:3:forces:R:3:mulliken_charge:R:1 method="wB97M-V/def2-TZVPD" total_energy_ev=-93148.1884 gap_ev="9.0 / 7.2" e_lumo_ev="0.64 / -3.40" fmax_ev_per_a=4.7 s2=2.007 spin_multiplicity=3
C 2.040 0.815 0.265 -0.81 4.50 1.27 0.351
C -1.415 -0.430 -0.060 -0.61 -0.95 -1.31 0.607
O 2.471 1.921 0.354 -0.27 -2.46 -0.45 -0.360
F -1.882 0.098 -1.184 -1.12 1.32 -0.78 -0.216
F -2.261 -1.396 0.294 -0.56 -0.09 0.88 -0.206
F -0.348 -1.065 -0.488 1.85 -0.72 0.52 -0.168
S -1.193 0.861 1.102 0.04 0.43 0.72 -0.002
Br 2.587 -0.803 -0.283 1.49 -2.03 -0.85 -0.006

# 2
6
Properties=species:S:1:pos:R:3:forces:R:3:mulliken_charge:R:1 method="wB97M-V/def2-TZVPD" total_energy_ev=-96411.5438 gap_ev="7.1 / 7.1" e_above_lowest_ev=5.5277 e_lumo_ev="-1.65 / -1.65" fmax_ev_per_a=0.8
C 2.015 -0.904 0.403 0.35 -0.47 -0.59 -0.138
C -1.231 0.159 -1.004 0.11 -0.74 -0.38 -0.337
Br 1.248 -0.618 2.051 -0.26 0.38 0.33 0.010
I 2.205 0.777 -0.793 0.03 0.10 0.23 0.138
I -1.672 1.941 -0.157 -0.26 0.63 0.36 0.209
I -2.564 -1.355 -0.499 0.04 0.11 0.04 0.118

# 3
7
Properties=species:S:1:pos:R:3:forces:R:3:mulliken_charge:R:1 method="wB97M-V/def2-TZVPD" total_energy_ev=-79189.8831 gap_ev=6.8 e_above_lowest_ev=1.7083 e_lumo_ev=3.33 total_charge=-1 fmax_ev_per_a=2.3
C 1.704 -0.353 -0.232 0.31 -1.07 -0.81 0.749
C -1.360 0.378 0.275 -1.09 -1.03 -0.89 0.601
N -0.873 0.853 1.312 -0.87 0.69 1.99 -0.573
N -0.229 0.384 -0.267 1.30 0.33 -1.77 -0.495
O 1.806 -0.857 0.817 -0.13 0.15 1.00 -0.453
O 2.059 -0.119 -1.328 -0.04 0.56 -0.20 -0.480
Br -3.107 -0.285 -0.578 0.52 0.36 0.67 -0.348

# 4
10
Properties=species:S:1:pos:R:3:forces:R:3:mulliken_charge:R:1 method="wB97M-V/def2-TZVPD" total_energy_ev=-40850.8177 gap_ev="9.2 / 9.2" e_above_lowest_ev=2.0908 e_lumo_ev="-0.81 / -0.81" fmax_ev_per_a=4.6
C 0.648 0.628 0.090 -3.30 -2.61 0.03 0.232
C -1.420 0.021 -0.582 3.47 1.87 1.27 0.562
N 1.258 -0.699 0.801 1.94 1.25 -3.93 0.890
O 2.099 -1.297 0.126 -1.15 0.56 0.78 -0.540
O 0.852 -0.986 1.856 -1.14 -0.36 2.21 -0.477
F 0.381 1.517 1.021 0.45 0.18 -0.06 -0.194
F -1.244 0.123 -1.868 -0.29 -0.58 -0.76 -0.166
F -2.150 1.051 -0.179 -0.03 -0.39 0.26 -0.176
Cl 1.493 1.133 -1.289 0.11 0.14 0.31 -0.066
Cl -1.919 -1.491 0.025 -0.06 -0.08 -0.12 -0.065

# 5
6
Properties=species:S:1:pos:R:3:forces:R:3:mulliken_charge:R:1 method="wB97M-V/def2-TZVPD" smiles=N#CC(F)(Cl)Cl total_energy_ev=-31325.0489 gap_ev=12.3 e_above_lowest_ev=0.2454 e_lumo_ev=0.42 fmax_ev_per_a=3.5
C -0.215 0.090 -0.005 -0.30 -0.81 -0.74 0.606
C -0.278 -0.176 -1.550 0.15 0.90 3.40 0.012
N -0.567 -0.254 -2.650 0.06 -0.23 -0.92 -0.270
F -1.477 0.469 0.359 1.02 0.00 -0.34 -0.155
Cl 0.199 -1.381 0.915 -0.40 -0.15 -0.60 -0.105
Cl 0.991 1.268 0.535 -0.52 0.29 -0.79 -0.088

# 6
7
Properties=species:S:1:pos:R:3:forces:R:3:mulliken_charge:R:1 method="wB97M-V/def2-TZVPD" smiles=Clc1nonc1Cl total_energy_ev=-32143.5815 gap_ev=10.9 e_above_lowest_ev=0.1457 e_lumo_ev=0.11 fmax_ev_per_a=2.9
C -0.327 -0.679 -0.186 -2.22 1.35 -1.18 0.507
C -0.155 0.717 0.033 1.84 0.74 1.85 0.275
N 0.738 -1.309 0.045 1.88 -0.12 0.54 -0.279
N 1.039 0.880 0.595 -1.53 -0.38 -1.96 -0.237
O 1.610 -0.326 0.480 0.63 -1.11 0.90 -0.011
Cl -1.765 -1.347 -0.779 -0.10 -0.33 -0.06 -0.135
Cl -1.141 2.065 -0.189 -0.50 -0.16 -0.09 -0.120

# 7
7
Properties=species:S:1:pos:R:3:forces:R:3:mulliken_charge:R:1 method="wB97M-V/def2-TZVPD" total_energy_ev=-33257.5970 gap_ev="6.6 / 7.7" e_above_lowest_ev=2.7350 e_lumo_ev="-3.20 / -2.47" fmax_ev_per_a=3.5
C 0.614 -0.227 0.114 0.48 1.39 -3.16 0.723
C -0.779 0.820 -0.899 1.67 -0.03 0.65 0.407
O 1.573 -0.253 -0.563 0.33 -0.21 0.25 -0.378
O -0.378 1.610 -1.658 -0.26 -0.58 0.39 -0.277
O 0.105 -0.579 1.153 -1.34 -0.46 1.91 -0.362
Cl -2.331 0.370 -0.453 -0.93 -0.14 0.04 -0.050
Cl 1.197 -1.740 2.306 0.05 0.04 -0.09 -0.062

# 8
9
Properties=species:S:1:pos:R:3:forces:R:3:mulliken_charge:R:1 method="wB97M-V/def2-TZVPD" smiles="O=S(=O)=C(Cl)C(Cl)(Cl)Cl" total_energy_ev=-67089.2034 gap_ev=7.9 e_above_lowest_ev=2.6332 e_lumo_ev=-2.63 fmax_ev_per_a=4.8
C -0.242 0.557 -0.095 -4.70 0.23 -1.05 -0.384
C 0.843 -0.115 -0.802 1.47 -0.63 -0.68 0.697
O -2.086 0.268 1.831 -0.28 -0.39 -0.45 -0.428
O 0.242 -0.426 2.250 0.03 -0.64 -0.29 -0.394
S -0.817 -0.138 1.336 0.49 2.11 0.38 0.965
Cl -2.004 0.958 -1.365 2.82 -0.74 2.30 -0.163
Cl 2.331 0.607 -0.104 0.05 -0.06 -0.07 -0.083
Cl 0.911 -1.890 -0.513 0.02 0.11 -0.26 -0.128
Cl 0.822 0.179 -2.537 0.10 0.00 0.11 -0.081

# 9
7
Properties=species:S:1:pos:R:3:forces:R:3:mulliken_charge:R:1 method="wB97M-V/def2-TZVPD" total_energy_ev=-23562.3988 gap_ev=9.8 e_above_lowest_ev=0.4793 e_lumo_ev=-0.09 fmax_ev_per_a=2.4
C 0.725 0.933 -0.139 0.21 -0.50 0.16 0.171
C -1.930 -0.283 -0.367 -1.68 -0.73 1.24 0.082
N 1.215 0.209 0.645 -0.46 1.99 -1.26 0.551
O 1.922 -0.187 1.492 0.89 -1.38 1.44 -0.588
F -1.171 -1.304 -0.040 0.10 0.30 -0.01 -0.090
F -2.084 0.382 0.796 0.24 -0.53 -0.77 -0.128
Cl -0.392 1.211 -1.291 0.71 0.85 -0.79 0.002

# 10
7
Properties=species:S:1:pos:R:3:forces:R:3:mulliken_charge:R:1 method="wB97M-V/def2-TZVPD" total_energy_ev=-32914.3628 gap_ev=5.8 e_above_lowest_ev=1.8082 e_lumo_ev=3.06 total_charge=-1 fmax_ev_per_a=2.6
C 1.658 0.630 -0.905 0.50 0.03 -1.67 0.526
C -0.953 -0.568 0.453 2.12 0.85 -1.18 -0.235
O 1.462 0.274 -1.994 -0.50 -0.17 1.02 -0.294
F -1.775 0.027 -0.559 -0.34 -0.41 1.06 -0.211
F -1.027 0.320 1.523 -0.63 0.21 -0.11 -0.180
S 2.312 1.349 0.320 -0.22 -0.01 0.76 -0.308
Cl -1.787 -2.064 1.090 -0.94 -0.50 0.11 -0.298

# 11
6
Properties=species:S:1:pos:R:3:forces:R:3:mulliken_charge:R:1 method="wB97M-V/def2-TZVPD" smiles="FC(F)=C(F)Cl" total_energy_ev=-22746.6585 gap_ev=9.9 e_above_lowest_ev=0.8370 e_lumo_ev=0.75 fmax_ev_per_a=8.7
C -0.287 0.222 0.531 2.90 -7.45 -3.38 0.527
C 0.297 -0.248 -0.594 -1.21 3.51 1.49 0.293
F -0.519 -0.744 1.418 0.06 -1.21 1.29 -0.221
F 0.874 -1.377 -0.700 0.53 -1.68 -0.50 -0.203
F 0.471 0.578 -1.614 0.35 -0.29 -0.37 -0.209
Cl -0.837 1.569 0.959 -2.63 7.13 1.48 -0.187

# 12
8
Properties=species:S:1:pos:R:3:forces:R:3:mulliken_charge:R:1 method="wB97M-V/def2-TZVPD" smiles="F/C(Cl)=N/C(F)(F)F" total_energy_ev=-26956.1741 gap_ev=12.4 e_above_lowest_ev=0.0105 e_lumo_ev=0.44 fmax_ev_per_a=3.4
C -0.850 -0.016 0.928 0.93 -0.05 -0.12 0.586
C 0.772 0.279 -0.720 -3.23 -0.81 0.49 0.826
N -0.053 0.790 0.392 1.08 -1.03 -1.87 -0.477
F -1.596 0.496 1.840 -1.37 0.39 1.38 -0.162
F -0.051 -0.309 -1.630 -0.33 0.32 -0.43 -0.254
F 1.411 1.212 -1.364 0.72 0.50 0.47 -0.214
F 1.525 -0.713 -0.321 1.78 -0.20 0.55 -0.216
Cl -1.160 -1.739 0.876 0.42 0.88 -0.47 -0.089